[1]
C49H45N5OPPtS2 | wB97M-V/def2-TZVPD

Properties
ΔE to the lowest compared entry with this formula, charge and spin = 0.0 kcal/mol
Calculated total energy = -95241.0271 eV
Charge = +1
2S+1 = 3
Gap between HOMO and LUMO (alpha / beta) = 6.50 / 5.59 eV

Structure (XYZ):
```
104
Properties=species:S:1:pos:R:3:forces:R:3:lowdin_spin:R:1
Pt 12.054843 12.847686 11.913674 1.6 1.4 -1.7 0.410
C 17.459453 16.069255 12.800545 -0.7 -1.1 -0.9 0.001
C 17.166584 14.817079 13.389042 0.9 1.2 0.4 0.000
C 16.135246 14.046033 12.922423 0.2 -0.2 -0.8 0.002
C 15.462948 14.379446 11.766193 -0.4 1.4 -0.9 0.002
C 15.741354 15.632296 11.164576 -0.6 0.3 -0.3 0.001
C 16.746758 16.484993 11.657924 0.1 -0.9 0.7 0.000
P 14.241455 13.234445 11.024217 -0.2 0.5 1.8 0.037
C 14.624570 13.061131 9.307640 -0.5 0.3 -2.1 0.009
C 15.953235 12.758591 8.932301 -1.3 -0.1 -1.1 0.002
C 16.159588 12.227020 7.635432 -1.1 0.4 0.7 0.001
C 15.085213 12.049463 6.734560 0.7 0.5 0.4 0.000
C 13.789613 12.425705 7.104030 1.1 -0.5 -0.8 0.001
C 13.563116 12.955222 8.351226 0.2 -0.2 1.2 0.006
C 14.536542 11.577040 11.589620 -0.1 -0.3 -0.5 0.019
C 15.600974 10.699991 11.381601 -0.3 -0.9 0.2 -0.003
C 15.368412 9.399967 11.795611 0.3 -0.7 0.9 0.020
C 14.178106 9.011065 12.423987 -0.5 -0.3 0.1 -0.002
C 13.083010 9.835678 12.500739 -0.3 2.0 -1.1 0.013
C 13.260090 11.191007 11.981921 -0.6 -1.7 2.0 0.004
H 18.237779 16.718051 13.147901 0.5 -0.1 0.3 0.000
H 17.773232 14.399088 14.195651 -0.2 0.5 0.0 0.000
H 15.909773 13.117690 13.364969 -0.1 -1.0 0.7 0.001
H 15.081038 15.977856 10.344470 0.7 -0.3 0.2 0.000
H 17.082601 17.411244 11.173043 -0.7 -0.4 0.1 0.000
H 16.760742 12.961000 9.631241 0.0 -0.3 -0.2 0.000
H 17.145575 11.914638 7.391181 0.7 -0.1 -0.4 0.000
H 15.245495 11.724867 5.695281 0.1 -0.1 0.7 0.000
H 13.039718 12.217211 6.346977 -0.3 0.4 0.4 0.000
H 12.535656 13.213194 8.613718 0.3 0.0 0.2 0.005
H 16.513332 10.987621 10.873641 0.0 0.0 0.2 -0.001
H 16.056069 8.554807 11.817347 0.6 0.7 -0.6 0.001
H 14.121511 7.997203 12.831650 0.0 0.3 -0.2 -0.001
H 12.104479 9.495699 12.859340 0.5 0.2 0.0 0.001
S 12.569265 14.226107 14.110925 0.0 -0.4 -1.0 0.421
C 12.481040 15.781526 13.344543 0.9 1.3 0.3 0.198
N 13.235973 16.854511 13.781687 0.1 -0.7 -0.4 0.150
C 13.261651 17.969761 12.810368 -1.0 -1.9 0.7 0.012
C 11.852033 18.455231 12.696972 -0.9 1.7 -0.5 0.021
N 11.037542 17.348392 12.241349 -1.3 0.0 0.1 0.145
C 9.535919 17.532004 12.127082 0.8 -0.3 -0.4 0.013
C 8.641562 17.150488 13.307889 0.7 -0.8 0.4 0.006
C 8.933582 16.028038 14.104150 1.3 0.3 -1.4 0.000
C 8.189974 15.705688 15.202013 -0.1 -0.1 -0.2 0.000
C 7.044522 16.407237 15.472935 -0.2 1.1 0.2 0.000
C 6.732800 17.568995 14.748409 0.5 -1.0 0.3 0.000
C 7.525832 17.903964 13.653267 -0.8 0.6 -0.5 0.001
C 11.556917 16.079041 12.301241 0.2 -0.1 0.5 0.214
S 11.014787 14.924894 11.169534 -0.3 -0.6 0.2 0.184
C 14.090227 16.773587 15.017438 -0.1 -0.1 -0.8 0.022
C 14.853734 18.013863 15.464780 -0.5 0.9 0.5 0.001
C 16.191197 18.310119 15.114823 0.0 -1.6 -1.1 0.000
C 16.888567 19.388466 15.629891 0.1 1.2 0.5 0.000
C 16.239723 20.301215 16.483725 -0.6 -1.3 -0.7 0.000
C 14.918993 20.001749 16.847969 0.8 -0.1 0.1 0.000
C 14.229303 18.893508 16.386679 0.7 -0.3 -1.1 0.000
H 13.610773 17.589276 11.851729 -0.1 -0.1 -0.2 0.001
H 13.931631 18.695305 13.123609 1.1 1.5 0.8 0.001
H 11.844465 19.266001 11.910421 -0.2 -0.6 0.6 0.011
H 11.425127 18.924771 13.627317 0.6 -0.5 -0.6 0.004
H 9.252920 16.984076 11.215856 -0.1 0.3 0.3 0.003
H 9.389582 18.592534 11.980873 0.0 0.3 -0.4 0.000
H 9.772621 15.383100 13.802416 -0.3 0.5 0.4 0.001
H 8.532100 14.940817 15.863408 -0.1 -0.7 0.2 0.000
H 6.458676 16.048139 16.289398 -0.5 0.3 0.5 0.000
H 5.938882 18.224523 15.074939 -0.3 -0.2 -0.2 0.000
H 7.129042 18.705436 13.001057 0.8 -0.2 0.5 0.000
H 14.786702 15.941650 14.904673 0.1 -0.1 -0.2 0.008
H 13.376306 16.467487 15.765008 0.0 0.1 0.7 0.008
H 16.717722 17.652104 14.360731 -0.8 0.7 1.2 0.000
H 17.951047 19.571554 15.389223 -0.8 -0.3 -0.1 0.000
H 16.725049 21.210371 16.801230 0.1 -0.1 0.3 0.000
H 14.439282 20.556457 17.613019 -0.4 0.9 0.4 0.000
H 13.189201 18.795613 16.687692 0.2 -0.4 0.0 0.000
C 8.244937 16.035161 7.095611 0.1 0.5 -0.1 0.000
C 8.503343 14.558478 7.152239 -0.9 -0.3 0.5 0.000
C 7.600863 13.733217 7.880326 1.9 1.6 -0.6 0.000
C 7.989674 12.495020 8.314654 0.9 -0.5 -1.2 0.000
C 9.149920 11.925472 7.781302 1.0 0.6 -1.6 0.000
N 9.531280 10.559057 7.876086 -0.6 -0.2 0.9 0.000
C 8.781897 9.542460 8.486649 1.1 -1.9 -1.5 0.000
O 8.749284 8.450754 7.894147 -0.5 1.7 1.6 0.000
N 8.193700 9.727668 9.744372 0.1 -0.3 0.1 0.000
C 8.603341 10.552442 10.830556 0.0 -0.4 -1.4 0.001
C 7.689269 10.721512 11.857627 -0.3 0.3 0.4 0.000
C 8.002322 11.658470 12.829283 -0.2 -0.5 -0.2 0.000
C 9.237091 12.286306 12.788412 -0.4 0.8 1.3 0.003
N 10.156631 12.012240 11.894223 -0.1 -1.1 -0.8 0.016
C 9.846434 11.179937 10.874728 -0.2 -0.2 0.6 0.015
C 9.953322 12.700354 6.886465 0.0 -1.6 1.3 0.000
C 9.654900 13.996008 6.621532 0.2 1.9 -1.2 0.000
H 7.237174 16.250656 6.707497 0.3 0.1 0.1 0.000
H 9.005833 16.551682 6.467883 -0.6 -0.3 0.4 0.000
H 8.309872 16.440986 8.132691 0.0 -0.1 -0.8 0.000
H 6.670631 14.181240 8.140754 -0.6 0.1 0.5 0.000
H 7.374569 11.945168 8.954755 -1.0 -0.8 0.7 0.000
H 10.027703 10.164060 7.062134 -0.6 0.4 0.7 0.000
H 7.593266 8.942295 10.033399 0.6 0.5 -0.6 0.000
H 6.745082 10.143218 11.862452 0.6 0.6 0.0 0.000
H 7.296118 11.869718 13.613363 0.0 0.2 0.2 0.000
H 9.527613 13.045019 13.517588 -0.2 -0.3 -0.1 0.001
H 10.611649 10.958205 10.143385 0.0 0.1 0.0 0.006
H 10.880789 12.301090 6.491546 -0.2 -0.4 -0.1 0.000
H 10.294308 14.608606 5.893890 -0.8 -0.9 1.4 0.000
```
Forces are in eV/Å.

=====

[2]
C49H47CrN4O2P2S2 | wB97M-V/def2-TZVPD

Properties
ΔE to the lowest compared entry with this formula, charge and spin = 3.7 kcal/mol
Calculated total energy = -130299.5803 eV
Charge = +1
2S+1 = 5
Gap between HOMO and LUMO (alpha / beta) = 7.55 / 7.92 eV

Structure (XYZ):
```
107
Properties=species:S:1:pos:R:3:forces:R:3:lowdin_spin:R:1
Cr 0.199920 -0.187179 0.284642 -0.2 -0.4 0.0 3.772
O -1.256742 -2.060373 3.716297 0.1 0.0 -0.1 0.002
S -0.284050 -1.089779 3.296826 -0.1 0.1 0.3 0.009
O 1.024581 -1.568321 2.894579 0.1 0.0 0.0 0.011
N -0.797055 -0.188206 2.074942 -0.3 0.0 -0.3 0.018
C -2.140645 0.230159 2.022474 0.4 0.0 -0.1 0.001
C -3.018083 0.325363 3.070653 -0.2 0.1 0.1 0.008
C -4.337756 0.793128 2.869540 0.1 -0.1 0.0 -0.002
C -4.782801 1.168072 1.637382 0.1 0.0 -0.1 0.006
C -3.902076 1.082340 0.531046 -0.2 0.1 0.0 0.000
C -4.273382 1.446982 -0.781723 -0.1 0.0 0.0 0.015
C -3.378984 1.336645 -1.806563 0.2 -0.1 0.1 -0.002
C -2.091985 0.850059 -1.522838 -0.1 0.0 -0.1 0.021
N -1.707942 0.498884 -0.314026 0.1 -0.1 0.2 0.007
C -2.593909 0.612518 0.729090 0.1 0.0 -0.1 0.009
C -0.030618 0.022133 4.644325 0.1 0.0 0.2 0.001
C -0.183996 -0.456725 5.938816 0.0 0.1 0.0 0.000
C 0.085059 0.389348 7.005087 0.0 0.0 0.0 0.000
C 0.500053 1.693118 6.777167 0.0 0.0 0.0 0.000
C 0.645263 2.163135 5.478853 0.0 0.0 0.0 0.000
C 0.379475 1.327589 4.405559 0.0 -0.1 0.1 0.000
H -2.716362 0.031482 4.064741 0.0 0.0 0.0 0.000
H -5.000701 0.848851 3.721942 0.0 0.0 0.0 0.000
H -5.792057 1.525682 1.488579 0.0 0.0 0.0 0.000
H -5.275256 1.815477 -0.962907 0.0 0.0 0.0 0.001
H -3.630800 1.610172 -2.820031 0.0 0.0 0.0 0.000
H -1.363734 0.752689 -2.320377 0.0 0.0 0.0 0.002
H -0.518866 -1.470850 6.101863 0.0 0.0 0.0 0.000
H -0.034922 0.029521 8.017876 0.0 0.0 0.0 0.000
H 0.703873 2.347513 7.613577 0.0 0.0 0.0 0.000
H 0.960028 3.183265 5.302041 0.0 0.0 0.0 0.000
H 0.478981 1.683774 3.390260 0.0 0.0 0.0 0.000
C 8.294952 0.632762 0.250348 0.0 0.0 0.1 0.000
S 8.223970 0.632717 -1.549405 0.0 0.0 0.0 0.000
C 6.585788 1.348503 -1.777386 -0.1 0.1 0.0 0.000
C 5.452606 0.438341 -1.327008 0.1 0.0 0.0 0.000
C 4.099142 1.067528 -1.599312 -0.1 0.0 0.0 0.001
N 2.968543 0.318056 -1.010917 0.1 0.2 -0.1 0.009
P 1.490813 0.063156 -1.813119 -0.1 0.1 0.1 0.016
C 1.652691 -1.295273 -2.975996 0.2 0.0 -0.1 -0.001
C 2.871932 -1.612980 -3.574543 0.0 -0.1 0.0 -0.001
C 2.932315 -2.609932 -4.535480 -0.1 0.0 0.0 0.000
C 1.771931 -3.272466 -4.919558 0.0 0.0 0.0 0.000
C 0.558328 -2.961156 -4.326026 0.0 0.0 0.1 0.000
C 0.501529 -1.984202 -3.342943 -0.1 0.0 0.0 0.001
C 1.236367 1.520956 -2.857921 0.0 0.0 0.0 0.000
C 0.979468 1.428293 -4.221875 0.0 0.0 -0.1 -0.002
C 0.715789 2.577451 -4.959163 0.0 0.0 0.0 0.001
C 0.711219 3.816480 -4.340255 0.0 0.0 0.0 -0.001
C 0.967186 3.915368 -2.976810 0.0 0.0 0.0 0.001
C 1.220792 2.772832 -2.239034 0.0 0.0 0.0 0.001
P 2.651381 0.257163 0.670619 -0.2 0.0 0.1 0.022
C 3.076186 1.876437 1.350913 0.1 0.0 0.0 0.001
C 2.039461 2.792053 1.528322 0.0 0.0 0.0 0.010
C 2.299200 4.075052 1.987414 0.1 -0.1 0.0 0.001
C 3.604174 4.446999 2.278372 0.0 0.0 0.0 0.000
C 4.642926 3.539160 2.117906 0.0 0.0 0.0 0.000
C 4.381996 2.257675 1.659238 0.0 0.0 0.0 0.000
C 3.838462 -0.904825 1.378428 0.0 0.0 0.0 0.002
C 4.061825 -0.913296 2.754180 0.0 0.0 0.0 0.000
C 4.882523 -1.876426 3.315460 0.0 -0.1 0.0 0.000
C 5.476133 -2.843642 2.513330 0.0 0.0 0.0 0.000
C 5.245346 -2.849039 1.146121 0.0 0.0 0.0 0.000
C 4.425086 -1.883055 0.580230 0.0 -0.2 0.0 0.000
H 9.296663 0.317198 0.535033 0.0 0.0 0.0 0.000
H 7.584965 -0.061562 0.698805 0.0 0.0 0.0 0.000
H 8.130861 1.636509 0.643697 0.0 0.0 0.0 0.000
H 6.503340 1.584164 -2.840613 0.0 -0.1 0.0 0.000
H 6.540952 2.301336 -1.240923 0.0 0.0 0.0 0.000
H 5.558736 0.238216 -0.258938 0.0 0.0 -0.1 0.000
H 5.534819 -0.529439 -1.829001 0.0 0.0 0.0 0.000
H 3.930353 1.145645 -2.675831 0.0 0.0 0.0 0.000
H 4.074922 2.092480 -1.212498 0.0 0.0 0.0 0.000
H 3.777241 -1.090259 -3.291483 0.0 0.0 0.0 0.000
H 3.878750 -2.862064 -4.993340 0.0 0.0 0.0 0.000
H 1.819546 -4.044556 -5.675470 0.0 0.0 0.0 0.000
H -0.337191 -3.500292 -4.601931 0.0 0.0 0.0 0.000
H -0.443557 -1.771280 -2.853941 0.0 0.0 0.0 0.001
H 0.989821 0.466409 -4.719089 0.0 0.0 0.0 0.000
H 0.521177 2.499429 -6.019969 0.0 0.0 0.0 0.000
H 0.511197 4.708433 -4.917986 0.0 0.0 0.0 0.000
H 0.968046 4.881665 -2.491066 0.0 0.0 0.0 0.000
H 1.422279 2.859851 -1.177776 0.0 0.0 0.1 0.002
H 1.013909 2.496983 1.321658 0.0 0.0 0.0 0.009
H 1.487231 4.775021 2.128766 0.0 0.0 0.0 0.000
H 3.811623 5.444605 2.641040 0.0 0.0 0.0 0.000
H 5.656906 3.829260 2.357299 0.0 0.0 0.0 0.000
H 5.194722 1.549008 1.555053 0.0 0.0 0.0 0.000
H 3.583129 -0.181385 3.393294 0.0 0.0 0.0 0.000
H 5.051787 -1.879303 4.383394 0.0 0.0 0.0 0.000
H 6.114608 -3.595850 2.955816 0.0 0.0 0.0 0.000
H 5.702369 -3.601789 0.518412 0.0 0.0 0.0 0.000
H 4.256201 -1.884113 -0.491533 0.0 0.0 0.1 0.000
N 0.941391 -2.630982 0.239821 0.0 0.4 0.3 0.034
C 0.514711 -3.855062 -0.349419 -0.1 0.1 0.0 0.003
C 1.343362 -4.547884 -1.219762 0.0 0.0 0.0 0.002
C 0.902242 -5.727015 -1.802662 0.0 0.0 -0.1 0.000
C -0.365419 -6.216197 -1.527238 0.0 0.0 0.0 0.002
C -1.190033 -5.518373 -0.652841 0.0 0.0 0.0 0.000
C -0.755456 -4.341913 -0.063657 0.0 0.0 -0.1 0.002
H 0.765186 -2.614479 1.245934 0.0 -0.1 0.0 0.002
H 1.948340 -2.527993 0.158128 0.0 -0.1 -0.1 0.002
H 2.332831 -4.162709 -1.442849 0.0 0.0 0.0 0.000
H 1.557006 -6.264608 -2.476160 0.0 0.0 0.0 0.000
H -0.706937 -7.136502 -1.979697 0.0 0.0 0.0 0.000
H -2.177210 -5.894266 -0.420005 0.0 0.0 0.0 0.000
H -1.396430 -3.803578 0.624673 0.0 0.0 0.0 0.000
```
Forces are in eV/Å.